{
  "formula": "C22H50F8N4O8P",
  "method": "wB97M-V/def2-TZVPD",
  "elements": ["O", "N", "O", "C", "P", "F", "C", "F", "F", "C", "F", "F", "C", "F", "F", "F", "H", "H", "H", "H", "H", "C", "O", "C", "C", "N", "C", "C", "O", "C", "H", "H", "H", "H", "H", "H", "H", "H", "H", "H", "H", "H", "H", "H", "H", "C", "O", "C", "C", "N", "C", "C", "O", "C", "H", "H", "H", "H", "H", "H", "H", "H", "H", "H", "H", "H", "H", "H", "H", "C", "O", "C", "C", "N", "C", "C", "O", "C", "H", "H", "H", "H", "H", "H", "H", "H", "H", "H", "H", "H", "H", "H", "H"],
  "xyz": [[-4.08375, -2.50508, -0.75835], [-5.02445, -1.78715, -0.71726], [-4.91280, -0.77751, -1.62213], [-6.23318, -0.28544, -2.01790], [-6.90004, 1.16920, -0.91232], [-5.36048, 1.46532, -0.28628], [-8.69931, 0.92554, -1.66447], [-9.57436, 1.83842, -1.12695], [-8.67410, 1.22118, -3.00921], [-9.42081, -0.46453, -1.57773], [-9.31589, -1.11159, -2.76556], [-8.89857, -1.26796, -0.63192], [-10.94431, -0.40018, -1.29717], [-11.21456, 0.05870, -0.07489], [-11.45396, -1.64778, -1.36631], [-11.58313, 0.33876, -2.20483], [-6.87713, -1.16527, -2.03260], [-6.05488, 0.10500, -3.02185], [-7.15784, 0.26727, 0.18515], [-7.43175, 2.25919, -0.11624], [-6.62438, 2.09713, -1.98813], [-0.74312, 1.07360, -1.06604], [-0.18795, 2.25407, -1.62284], [0.35698, 2.10584, -2.92488], [-0.47106, 2.85079, -3.95019], [-1.75208, 2.19493, -4.14201], [-2.71615, 2.93027, -4.94899], [-3.24094, 4.25728, -4.40840], [-4.01523, 4.11613, -3.24161], [-3.29035, 4.15739, -2.02587], [-0.99932, 1.30303, -0.03423], [-1.65493, 0.75726, -1.58070], [-0.01458, 0.25629, -1.08021], [0.43888, 1.04852, -3.19649], [1.36623, 2.53072, -2.90635], [0.06695, 2.86300, -4.90450], [-0.56627, 3.89136, -3.60518], [-2.16802, 2.01442, -3.23645], [-3.57875, 2.27417, -5.08619], [-2.28498, 3.10247, -5.94247], [-3.90484, 4.67040, -5.17427], [-2.44157, 4.99538, -4.25280], [-2.42742, 4.82845, -2.10127], [-2.95062, 3.16591, -1.71713], [-3.95535, 4.52118, -1.24418], [3.47076, -0.53408, 5.53609], [3.99341, 0.64212, 4.95714], [4.47250, 0.47025, 3.62705], [3.61413, 1.22176, 2.63376], [2.30612, 0.59738, 2.50422], [1.33719, 1.35801, 1.71916], [0.88794, 2.71078, 2.25493], [0.13423, 2.63903, 3.45058], [0.88164, 2.61705, 4.64727], [3.25424, -0.31242, 6.58018], [2.54548, -0.86141, 5.04856], [4.19737, -1.35268, 5.49366], [4.52928, -0.58786, 3.36621], [5.48874, 0.87625, 3.59471], [4.10904, 1.20952, 1.65683], [3.55392, 2.26850, 2.96584], [1.92630, 0.44614, 3.43021], [0.44895, 0.73201, 1.61942], [1.73746, 1.50190, 0.71029], [0.22375, 3.14909, 1.50566], [1.72694, 3.40849, 2.37557], [1.81437, 3.18181, 4.55208], [1.11892, 1.59836, 4.97041], [0.27097, 3.07853, 5.42390], [8.09604, -4.14751, -1.41944], [6.68631, -4.12062, -1.36929], [6.08369, -5.35992, -1.01625], [5.41326, -5.27156, 0.33657], [6.39977, -5.15057, 1.40136], [5.84204, -4.85443, 2.71568], [5.12740, -3.52199, 2.90356], [5.97640, -2.39156, 2.81558], [6.18634, -1.88791, 1.50970], [8.42257, -3.18799, -1.81704], [8.54447, -4.28828, -0.42927], [8.45628, -4.94167, -2.08166], [6.82288, -6.16693, -1.02898], [5.32488, -5.58354, -1.77100], [4.82290, -6.17806, 0.50057], [4.71850, -4.42095, 0.30453], [7.05510, -4.41981, 1.15394], [6.66532, -4.89096, 3.43377], [5.14945, -5.65805, 2.98686], [4.72161, -3.51218, 3.91926], [4.27269, -3.40659, 2.22635], [5.31579, -2.05108, 0.86868], [7.06816, -2.32825, 1.03534], [6.35870, -0.81419, 1.59768]],
  "forces_ev_per_a": [[0.244, 0.265, 0.362], [-0.232, -0.139, -0.488], [-0.034, -0.368, -0.156], [0.289, 0.261, 0.503], [0.209, 0.483, 0.489], [0.049, -0.010, -0.106], [0.201, -0.167, -0.187], [-0.014, -0.005, 0.150], [-0.064, 0.008, -0.047], [-0.263, 0.319, -0.235], [0.127, -0.158, 0.013], [0.002, 0.008, 0.118], [-0.034, -0.272, 0.117], [-0.009, 0.064, -0.072], [0.018, 0.081, -0.026], [0.032, 0.046, 0.065], [-0.120, 0.140, -0.177], [-0.137, -0.138, -0.011], [-0.009, -0.220, -0.173], [-0.091, -0.046, -0.035], [-0.059, -0.110, -0.115], [-0.040, 0.077, -0.032], [0.005, -0.036, 0.034], [0.161, 0.093, 0.001], [-0.147, -0.018, 0.056], [-0.011, 0.091, 0.089], [-0.014, -0.133, -0.056], [-0.043, -0.010, -0.157], [0.065, 0.155, 0.070], [-0.084, -0.095, 0.096], [-0.045, -0.006, -0.010], [0.039, -0.066, -0.024], [-0.045, -0.038, 0.004], [-0.069, -0.005, 0.004], [0.004, -0.017, -0.002], [0.001, 0.017, -0.002], [0.068, 0.015, -0.029], [-0.024, -0.075, -0.030], [-0.023, 0.039, -0.032], [0.040, 0.016, 0.019], [-0.028, 0.022, 0.037], [0.056, -0.083, 0.041], [0.014, -0.015, -0.007], [0.055, 0.022, 0.001], [-0.081, 0.007, -0.072], [0.046, 0.028, 0.044], [-0.116, -0.079, -0.027], [0.178, 0.179, -0.074], [-0.174, -0.016, 0.107], [0.076, 0.098, 0.054], [-0.022, -0.196, 0.067], [-0.058, 0.109, -0.220], [0.067, -0.019, 0.047], [-0.095, 0.024, 0.019], [-0.008, 0.013, -0.005], [0.026, -0.041, -0.020], [-0.013, -0.014, -0.004], [-0.050, -0.012, 0.038], [0.008, -0.027, 0.013], [-0.010, 0.019, -0.007], [0.089, 0.017, -0.046], [-0.019, -0.020, -0.019], [-0.008, 0.019, -0.024], [0.014, 0.019, 0.007], [-0.013, 0.001, 0.018], [0.034, -0.058, 0.076], [0.018, -0.023, 0.002], [0.070, 0.014, -0.008], [-0.003, 0.007, -0.007], [-0.030, 0.031, -0.047], [0.091, -0.011, 0.079], [-0.157, -0.055, -0.099], [0.091, 0.106, 0.067], [-0.050, 0.079, -0.063], [0.164, -0.047, 0.009], [-0.166, -0.025, 0.156], [0.064, -0.121, -0.097], [0.032, 0.111, 0.074], [-0.010, 0.006, 0.008], [0.017, -0.049, -0.014], [0.019, -0.004, 0.011], [0.023, 0.021, 0.057], [0.022, 0.006, -0.018], [-0.008, 0.007, 0.019], [-0.067, -0.061, -0.047], [0.011, -0.014, 0.017], [-0.027, -0.006, 0.027], [-0.025, 0.011, -0.026], [0.006, 0.026, -0.002], [0.061, -0.002, -0.070], [0.010, -0.015, -0.013], [-0.047, -0.041, -0.047], [-0.021, 0.002, 0.006]],
  "gap_ev": 6.27,
  "e_homo_ev": -4.3,
  "total_charge": -1
}